The following is a quantum chemistry calculation of C27H24ClFMnN3O3S5 as an isolated structure, from the Open Molecules 2025 dataset.

Cartesian coordinates (Å):
1 Mn -0.16206 -0.38136 4.35295
2 S 5.09892 1.45134 8.96681
3 C 3.92309 0.93361 7.92505
4 S 4.22951 0.45732 6.29822
5 C 2.59043 0.05498 5.83987
6 C 1.66429 0.20224 6.81833
7 S -0.03689 -0.15847 6.68514
8 S 2.25878 0.80136 8.35007
9 S 2.27564 -0.43872 4.20492
10 F 1.58789 1.67412 -1.82786
11 C 0.77937 0.62163 -1.56685
12 C 0.47965 0.30374 -0.27534
13 C -0.41016 -0.73889 -0.00318
14 C -0.66995 -1.03853 1.41222
15 O -0.04957 -0.37485 2.25136
16 C -1.60485 -2.08064 1.66255
17 C -2.14499 -2.72218 0.59807
18 N -1.89993 -2.47467 -0.72183
19 C -2.66228 -3.29330 -1.64638
20 C -2.15201 -3.88614 -2.92096
21 C -3.25069 -2.83798 -2.94285
22 C -1.00470 -1.46289 -1.04825
23 C -0.61920 -1.15078 -2.36192
24 C 0.26060 -0.11743 -2.63067
25 N 0.61184 0.13126 -3.98937
26 C 1.88620 0.75394 -4.30712
27 C 2.13293 0.55768 -5.81640
28 N 1.23710 -0.55566 -6.27452
29 C -0.19968 -0.11037 -6.25208
30 C -0.43211 0.58082 -4.89416
31 C -2.05806 -2.56115 3.05222
32 O -2.83486 -3.51144 3.05688
33 O -1.63304 -1.89721 4.04117
34 H 0.90340 0.85816 0.55336
35 H -2.84098 -3.52033 0.82667
36 H -3.29680 -3.94789 -1.06966
37 H -2.42859 -4.91246 -3.11573
38 H -1.16317 -3.62640 -3.26702
39 H -4.25943 -3.15852 -3.15987
40 H -3.01819 -1.84607 -3.29741
41 H -0.97039 -1.72842 -3.19862
42 H 2.66930 0.27003 -3.72486
43 H 1.91957 1.82447 -4.08931
44 H 3.16341 0.29544 -6.04151
45 H 1.85531 1.43245 -6.40138
46 H 1.31910 -1.30562 -5.58178
47 H 1.50373 -0.91530 -7.18886
48 H -0.81249 -0.99998 -6.38465
49 H -0.34533 0.55945 -7.09715
50 H -1.40852 0.30731 -4.50487
51 H -0.42037 1.67169 -5.01384
52 Cl 2.31443 5.34149 1.80762
53 C 1.21294 4.19481 2.52459
54 C 1.28696 3.92998 3.88247
55 C 0.41304 3.01372 4.44003
56 C -0.54076 2.34783 3.65831
57 C -1.40523 1.31793 4.24065
58 C -0.58672 2.64535 2.29110
59 C 0.27673 3.56476 1.72143
60 H 2.03111 4.42472 4.49110
61 H 0.48902 2.77232 5.49394
62 H -2.21322 0.98447 3.58933
63 H -1.74809 1.52871 5.24634
64 H -1.32076 2.14645 1.66814
65 H 0.22980 3.79804 0.66535

Force components x, y, z for each atom (eV/Å):
-0.16 -0.19 0.08
-0.08 -0.02 -0.07
0.12 0.01 0.12
-0.03 0.03 0.02
-0.13 0.01 0.06
0.02 -0.02 -0.13
0.09 0.01 0.01
0.05 0.02 -0.02
-0.09 -0.09 0.04
-0.02 -0.02 0.03
-0.01 0.03 0.01
-0.06 -0.06 -0.03
0.08 0.07 -0.10
0.06 0.02 -0.06
-0.08 0.08 0.07
-0.01 -0.14 0.02
0.01 0.01 0.02
0.03 0.09 0.07
0.02 -0.04 -0.01
-0.06 -0.04 0.00
0.06 0.00 0.01
0.02 -0.04 -0.02
0.00 0.01 0.07
-0.01 -0.05 0.02
-0.10 -0.04 -0.03
0.08 0.03 -0.01
-0.03 -0.01 -0.02
0.00 -0.03 0.03
0.04 0.03 -0.02
-0.01 0.05 -0.02
-0.24 0.14 -0.01
0.07 -0.03 0.00
0.42 0.16 -0.04
0.00 0.00 0.02
-0.01 0.01 -0.01
0.00 -0.01 -0.03
0.02 0.00 -0.01
-0.02 -0.01 0.01
0.00 0.01 0.00
0.03 0.03 -0.02
-0.03 0.03 -0.05
-0.01 0.01 0.00
0.00 -0.02 -0.01
0.00 -0.01 0.01
0.02 0.00 0.00
0.01 -0.01 -0.02
-0.01 0.04 -0.02
0.00 0.00 0.02
-0.02 -0.02 -0.01
0.00 -0.01 0.01
0.00 0.00 0.00
0.02 0.02 -0.02
0.02 0.02 -0.02
-0.03 -0.02 0.00
0.01 -0.02 -0.04
0.09 -0.03 -0.03
-0.16 0.00 0.05
-0.01 0.03 0.04
0.02 0.00 0.03
0.01 0.00 0.00
-0.01 0.00 0.01
0.02 -0.02 0.00
-0.03 0.02 -0.01
-0.01 -0.01 0.00
0.00 0.00 0.00

Output
energy = -5135.21142 Eh
<S²> = 6.378
M = 708.23 g/mol
frontier orbital gap (spin up / spin down) = 0.121 / 0.125 Ha
E_HOMO (spin up / spin down) = -5.4 / -5.5 eV
lowest unoccupied orbital energy (spin up / spin down) = -2.128 / -2.128 eV
multiplicity = 5
strongest force on any atom = 0.449 eV Å⁻¹

The following is a quantum chemistry calculation of C27H24ClN8OS3W as an isolated structure, from the Open Molecules 2025 dataset.

Cartesian coordinates (Å):
1 W 0.26368 -0.46114 0.12367
2 Cl 3.75395 5.54073 1.39843
3 C 2.56868 4.31243 1.22102
4 C 1.68140 4.05115 2.27618
5 C 0.72317 3.06171 2.17616
6 C 0.64821 2.29214 1.02051
7 O -0.27145 1.30330 0.92003
8 C 1.49636 2.58358 -0.06057
9 C 1.15997 2.04178 -1.33401
10 N 0.43216 0.97474 -1.48039
11 C -0.21159 0.70679 -2.71852
12 C -0.36563 1.58581 -3.75693
13 C -0.99987 1.16917 -4.94801
14 C -1.48141 -0.10284 -5.06788
15 C -1.36370 -1.01363 -3.98832
16 C -1.83056 -2.34231 -4.04813
17 C -1.66987 -3.15723 -2.96098
18 C -1.06693 -2.64964 -1.80804
19 N -0.61074 -1.40037 -1.69154
20 C -0.74419 -0.58667 -2.80174
21 C 2.45284 3.61519 0.04553
22 H 1.74969 4.65045 3.17500
23 H 0.02570 2.89085 2.98488
24 H 1.45617 2.59047 -2.22567
25 H -0.02431 2.60991 -3.68309
26 H -1.10658 1.87282 -5.76165
27 H -1.96870 -0.42655 -5.97835
28 H -2.30328 -2.70903 -4.95145
29 H -2.00010 -4.18612 -2.96435
30 H -0.93292 -3.29009 -0.95037
31 H 3.08394 3.85985 -0.79963
32 C 2.31642 -1.48007 -2.84900
33 C 2.94013 -1.21929 -1.52032
34 N 2.33563 -0.87645 -0.37568
35 C 3.27521 -0.75483 0.65124
36 C 4.55312 -0.97946 0.27820
37 S 4.60665 -1.38200 -1.37009
38 C 2.75882 -0.44831 1.97268
39 C 3.42050 -0.34883 3.14883
40 S 2.30493 -0.08640 4.40472
41 C 1.01044 -0.09811 3.31513
42 N 1.39127 -0.28194 2.06162
43 C -0.39186 0.01143 3.81478
44 H 1.59892 -2.29777 -2.78398
45 H 3.08192 -1.76776 -3.56712
46 H 1.82220 -0.59031 -3.23345
47 H 5.44423 -0.94414 0.88392
48 H 4.47795 -0.43567 3.33955
49 H -0.43405 0.59832 4.73120
50 H -0.78248 -0.98091 4.05268
51 H -1.01637 0.50209 3.07466
52 C -4.70870 -1.07708 2.13412
53 C -3.52028 -1.96197 2.15604
54 N -3.40403 -3.09907 2.76378
55 N -2.13256 -3.53024 2.48609
56 C -1.44990 -2.68986 1.72648
57 S 0.17007 -2.78773 1.17202
58 N -2.32201 -1.67969 1.50670
59 N -1.97752 -0.56325 0.72731
60 H -5.50022 -1.55103 2.70973
61 H -5.06700 -0.92331 1.11480
62 H -4.48822 -0.10645 2.58210
63 H -1.81248 -4.41386 2.86110
64 H -2.57268 -0.56077 -0.10158
65 H -2.14371 0.29804 1.25045

Force components x, y, z for each atom (eV/Å):
-0.12 -0.02 0.71
-0.03 -0.03 -0.02
0.02 0.08 0.08
-0.01 0.00 0.00
0.05 0.05 0.00
-0.26 -0.23 0.10
0.23 0.08 -0.03
0.16 0.19 -0.14
-0.02 -0.07 -0.07
-0.08 0.10 -0.21
0.13 0.04 0.20
-0.06 0.04 -0.18
0.04 0.03 0.11
-0.01 -0.05 0.01
-0.04 0.00 -0.11
-0.03 0.00 -0.09
0.03 -0.01 0.13
0.00 0.05 0.01
-0.10 -0.04 -0.29
-0.01 -0.12 0.15
-0.08 -0.11 -0.02
0.01 -0.01 0.00
0.00 -0.01 0.01
0.03 0.05 0.05
0.00 0.00 -0.01
0.00 0.01 0.00
0.01 -0.01 0.00
0.00 0.02 -0.01
0.00 0.00 -0.02
-0.01 -0.04 -0.02
0.00 0.01 0.01
-0.02 -0.02 0.04
-0.20 0.03 0.09
0.27 -0.08 -0.22
-0.15 0.07 0.01
0.04 -0.02 0.05
0.25 -0.01 -0.07
0.00 0.07 -0.14
0.01 -0.05 0.05
0.10 0.10 0.13
-0.07 -0.01 -0.06
0.02 -0.14 -0.02
0.05 0.01 -0.06
-0.01 0.01 -0.02
0.01 -0.01 0.01
0.01 -0.01 -0.02
-0.01 0.00 0.01
0.00 0.00 -0.01
0.02 -0.01 0.01
-0.03 0.00 -0.04
-0.05 0.02 -0.01
0.03 -0.07 0.02
-0.13 -0.09 0.12
0.17 0.09 -0.15
-0.15 0.01 0.04
0.17 -0.06 0.04
-0.19 0.14 0.02
0.14 0.09 -0.15
-0.08 -0.13 -0.05
0.00 0.01 0.00
-0.01 0.00 0.00
0.00 0.00 0.00
-0.02 -0.01 0.01
-0.02 0.09 -0.02
-0.04 0.02 0.01

Output
energy = -3277.64247 Eh
<S²> = 2.015
M = 792.04 g/mol
frontier orbital gap (spin up / spin down) = 0.251 / 0.250 Ha
E_HOMO (spin up / spin down) = -16.0 / -16.3 eV
lowest unoccupied orbital energy (spin up / spin down) = -9.204 / -9.464 eV
multiplicity = 3
strongest force on any atom = 0.723 eV Å⁻¹
charge = +3

The following is a quantum chemistry calculation of C27H24F3IrN4O5 as an isolated structure, from the Open Molecules 2025 dataset.

Cartesian coordinates (Å):
1 Ir -0.85711 0.09200 0.52177
2 O -0.03784 -0.06813 -1.40205
3 C 0.48789 -1.42240 -1.25367
4 C 1.53538 -1.23652 -0.11435
5 O 2.64944 -1.68820 -0.15141
6 O 1.06975 -0.50227 0.87978
7 C -0.70389 -2.26145 -0.77668
8 C -0.88339 -2.64089 0.55771
9 C -2.07715 -3.24184 0.95928
10 C -3.08225 -3.47502 0.04185
11 C -2.89102 -3.13642 -1.29576
12 C -1.71398 -2.54129 -1.70277
13 C 1.11030 -1.91916 -2.53197
14 C 1.31339 -1.07287 -3.61207
15 C 1.88949 -1.56215 -4.77813
16 C 2.27142 -2.89053 -4.86265
17 C 2.07532 -3.73591 -3.77743
18 C 1.49513 -3.25318 -2.61789
19 H -0.88132 -0.02603 -1.95485
20 H -0.09524 -2.50907 1.28709
21 H -2.20674 -3.51611 1.99738
22 H -4.01370 -3.92496 0.35818
23 H -3.67090 -3.33074 -2.02050
24 H -1.57529 -2.27007 -2.74211
25 H 1.02614 -0.03202 -3.54781
26 H 2.03941 -0.89857 -5.61964
27 H 2.72067 -3.26993 -5.77106
28 H 2.37434 -4.77414 -3.83662
29 H 1.34231 -3.91291 -1.77241
30 C 3.26340 2.04003 1.34899
31 N 2.45041 1.28721 2.32987
32 C 3.18728 0.98597 3.57594
33 C 1.11032 1.89822 2.67204
34 C 0.44173 2.63884 1.55078
35 C 0.67788 4.01591 1.49395
36 C 0.14722 4.80540 0.49228
37 C -0.64106 4.20700 -0.47914
38 C -0.90319 2.84755 -0.42269
39 C -0.38598 2.03351 0.58976
40 H 4.14470 1.44754 1.11353
41 H 3.55274 3.00271 1.76627
42 H 2.66882 2.19248 0.45331
43 H 2.17802 0.39476 1.85784
44 H 3.47506 1.92154 4.05119
45 H 4.06934 0.39639 3.33666
46 H 2.53160 0.43392 4.24667
47 H 1.26608 2.54895 3.53294
48 H 0.53289 1.04602 3.00306
49 H 1.28542 4.47251 2.26856
50 H 0.33848 5.86994 0.47455
51 H -1.06739 4.79835 -1.27959
52 H -1.52248 2.41453 -1.19750
53 N -1.49902 0.04468 2.41384
54 C -1.60444 0.43211 3.50838
55 N -1.73102 0.85272 4.70930
56 C -0.60554 0.92633 5.40938
57 N 0.37842 0.99050 6.01798
58 F -4.96958 1.94723 -1.24197
59 C -4.66574 0.65197 -1.41933
60 F -5.37774 -0.06533 -0.54546
61 F -5.04844 0.30222 -2.64748
62 C -3.14601 0.44089 -1.22000
63 O -2.43830 0.32735 -2.22305
64 O -2.80443 0.47085 -0.00207

Force components x, y, z for each atom (eV/Å):
0.00 -0.01 -0.10
-0.02 0.02 0.03
0.03 -0.03 0.01
-0.11 0.26 0.06
0.06 -0.11 0.01
0.14 -0.04 -0.01
0.00 -0.01 0.04
0.01 -0.02 0.00
-0.03 0.00 -0.02
0.02 0.01 0.03
0.01 0.01 -0.03
-0.02 -0.03 -0.01
-0.01 0.02 0.01
0.00 0.00 0.00
0.01 0.00 0.00
0.00 0.00 0.00
0.00 0.00 0.00
-0.01 0.00 0.00
0.01 -0.02 0.00
0.01 0.00 -0.01
0.00 0.00 0.00
0.00 0.00 0.00
0.00 0.00 0.00
0.00 0.00 0.01
0.00 0.00 0.00
0.00 0.00 0.00
0.00 0.00 0.00
0.00 0.00 0.00
0.00 0.00 0.00
0.02 0.02 0.02
-0.06 -0.23 -0.29
0.05 -0.14 0.05
-0.15 0.08 0.09
-0.02 0.04 -0.02
-0.02 -0.02 0.01
0.00 0.00 0.00
0.01 -0.01 0.00
0.02 0.00 -0.05
0.00 -0.04 0.06
0.01 0.01 0.03
-0.02 -0.01 0.03
0.03 0.01 -0.02
0.07 0.15 0.01
0.00 0.00 -0.01
0.00 0.01 0.00
0.00 0.03 0.03
0.05 0.03 -0.07
-0.04 0.02 0.06
0.00 0.00 0.00
0.00 0.00 0.00
0.00 0.00 0.00
0.01 0.00 0.02
-0.02 0.05 0.05
0.00 0.03 -0.10
-0.07 0.01 0.09
0.06 -0.16 -0.03
0.00 0.09 -0.01
0.02 -0.03 0.00
-0.01 -0.04 0.00
-0.01 0.00 0.01
0.00 0.00 -0.01
0.02 0.19 -0.01
0.00 -0.06 -0.03
-0.05 -0.05 0.05

Output
energy = -2042.48763 Eh
M = 733.72 g/mol
frontier orbital gap = 0.325 Ha
E_HOMO = -8.5 eV
lowest unoccupied orbital energy = 0.291 eV
strongest force on any atom = 0.378 eV Å⁻¹